# 1
Computed, not measured: a structure of composition C19H26Cl2N2O4PPbSeSi, with the ωB97M-V functional and the def2-TZVPD basis.

For the LUMO energy, the calculation gives 2.6577 eV. As for the relative energy (zero: lowest compared OMol25 entry of this formula, charge and spin): 0.0 kcal/mol. Its total charge is -1. For the HOMO energy, the calculation gives -4.698 eV. As for the calculated total energy: -5295.6866 Eh.

Geometry (Å):
Pb: 0.1861 -0.6969 0.0563
O: 0.5419 1.0474 1.8492
N: 1.2528 0.8047 2.8720
N: 1.5716 -0.4164 3.0320
O: 1.2317 -1.4040 2.2490
C: 2.4191 -0.7268 4.1548
C: 2.6201 0.1771 5.1966
C: 3.4558 -0.1730 6.2438
C: 4.0915 -1.4091 6.2607
C: 3.8774 -2.3004 5.2217
C: 3.0366 -1.9661 4.1692
H: 2.1337 1.1397 5.1631
H: 3.6076 0.5264 7.0575
H: 4.7549 -1.6657 7.0773
H: 4.3651 -3.2674 5.2266
H: 2.8543 -2.6397 3.3452
Cl: -2.0045 -2.1862 -7.6702
C: -1.4385 -2.1679 -6.0142
C: -0.9539 -3.3571 -5.4381
C: -0.5089 -3.3420 -4.1500
Cl: 0.1149 -4.8062 -3.4531
C: -0.5224 -2.1609 -3.2985
O: -0.1389 -2.2212 -2.1091
C: -1.0076 -0.9781 -3.9548
C: -1.0526 0.2980 -3.2952
O: -0.7119 0.5857 -2.1556
C: -1.4500 -1.0133 -5.2922
H: -0.9272 -4.2739 -6.0120
H: -1.4651 1.1062 -3.9376
H: -1.7990 -0.0967 -5.7569
C: 4.9598 -2.5035 0.3320
Si: 3.4183 -2.3713 -0.7475
C: 2.1462 -3.5511 -0.0304
C: 3.8804 -2.9392 -2.4780
Se: 2.7382 -0.2025 -0.8271
H: 5.4574 -3.4680 0.1751
H: 4.6935 -2.4253 1.3899
H: 5.6730 -1.7075 0.1029
H: 2.5502 -4.5679 0.0164
H: 1.2436 -3.5685 -0.6486
H: 1.8701 -3.2415 0.9829
H: 4.3474 -3.9313 -2.4511
H: 4.5814 -2.2387 -2.9398
H: 2.9892 -2.9973 -3.1091
C: -3.6637 1.7467 -0.3334
P: -2.0302 1.6101 0.5229
C: -1.2886 3.2070 0.0009
C: -2.6103 2.0705 2.2135
H: -4.1421 2.7101 -0.1379
H: -4.3174 0.9436 0.0130
H: -3.5186 1.6251 -1.4091
H: -1.9305 4.0500 0.2667
H: -1.1359 3.1767 -1.0790
H: -0.3179 3.3065 0.4879
H: -3.2657 2.9443 2.1769
H: -1.7442 2.2833 2.8400
H: -3.1568 1.2319 2.6501

Atoms 1-2, force components in eV/Å:
Pb 0.1 -0.4 0.0
O 0.0 -0.1 0.0

---

# 2
Computed, not measured: a structure of composition C19H26F5N6O13P2TaTe, with the ωB97M-V functional and the def2-TZVPD basis.

For the LUMO energy, the calculation gives -0.7150 eV. As for the relative energy (zero: lowest compared OMol25 entry of this formula, charge and spin): 64.1 kcal/mol. For the HOMO energy, the calculation gives -9.478 eV. As for the calculated total energy: -3553.8094 Eh.

Geometry (Å):
Ta: -1.7992 0.1025 -0.5463
N: -3.5094 -0.9178 -1.5598
C: -4.8275 -0.2766 -1.3922
C: -4.7394 0.9051 -0.4557
O: -5.7054 1.6002 -0.2353
N: -3.4850 1.0940 0.0689
C: -3.2656 2.3714 0.7442
C: -2.0155 2.9363 0.1043
O: -1.7853 4.0743 -0.1747
O: -1.1552 1.9318 -0.1844
H: -3.2110 -0.9266 -2.5399
H: -3.5759 -1.8972 -1.2962
H: -5.5321 -0.9930 -0.9747
H: -5.2104 0.0820 -2.3449
H: -3.0813 2.2292 1.8130
H: -4.1120 3.0398 0.6118
N: 0.7151 1.5033 -4.6169
C: -0.6831 0.9604 -4.4091
C: -1.3517 0.7695 -5.7606
P: -1.5899 2.1742 -3.3147
O: -0.2836 2.7390 -2.5643
O: -2.2693 3.1815 -4.1297
O: -2.3787 1.2501 -2.3849
P: -0.5875 -0.6161 -3.4737
O: 0.8342 -1.1490 -4.0197
O: -1.7187 -1.4972 -3.8052
O: -0.3637 -0.2555 -1.9943
H: 0.6932 2.2592 -5.3027
H: 1.3484 0.7629 -4.9256
H: 1.0247 1.9043 -3.7188
H: -1.5444 1.7403 -6.2194
H: -2.3047 0.2655 -5.6192
H: -0.7457 0.1462 -6.4230
H: -0.3654 2.7664 -1.5877
H: 0.8907 -2.1134 -4.0100
N: 1.8434 0.0389 0.1329
C: 2.9872 0.0421 0.2928
N: 4.3111 0.0436 0.4817
C: 4.9761 -1.2567 0.2725
C: 4.8514 -2.1182 1.5172
O: 5.3612 -1.4349 2.6481
C: 4.6341 -0.2432 2.8952
C: 4.7544 0.7119 1.7205
H: 6.0260 -1.0543 0.0568
H: 4.5262 -1.7460 -0.5903
H: 5.4307 -3.0345 1.4129
H: 3.7978 -2.3841 1.6812
H: 5.0518 0.2006 3.7984
H: 3.5775 -0.4789 3.0775
H: 5.7941 1.0094 1.5777
H: 4.1490 1.6053 1.8711
O: -0.0029 2.3445 1.9729
C: 0.0282 1.1786 2.2353
N: -0.7349 0.1024 1.6251
C: -0.5379 -0.9607 2.4120
O: -1.0184 -2.1279 2.3747
C: 0.4340 -0.6990 3.5026
C: 0.9367 -1.5199 4.4917
C: 1.8426 -0.9416 5.3765
C: 2.2040 0.4015 5.2670
C: 1.6798 1.2109 4.2626
C: 0.7989 0.6157 3.3839
H: 0.6352 -2.5554 4.5730
H: 2.2680 -1.5389 6.1722
H: 2.9021 0.8183 5.9819
H: 1.9382 2.2584 4.1740
F: -2.6128 -4.0949 -0.4657
Te: -2.3742 -2.8998 0.9889
F: -3.0562 -1.1681 1.5957
F: -0.9733 -4.1387 1.1824
F: -4.2117 -2.7600 0.4478
F: -3.0981 -3.7546 2.4493
O: -1.4286 -1.8184 -0.2085

Atoms 1-2, force components in eV/Å:
Ta 0.4 0.6 0.3
N -0.1 0.0 -0.1

---

# 3
Computed, not measured: a structure of composition C19H26FN3OS, with the ωB97M-V functional and the def2-TZVPD basis.

For the LUMO energy, the calculation gives 0.0260 eV. As for the relative energy (zero: lowest compared OMol25 entry of this formula, charge and spin): 430.4 kcal/mol. For the HOMO energy, the calculation gives -8.165 eV. As for the calculated total energy: -1476.5323 Eh.

Geometry (Å):
C: 5.4610 3.4512 -1.6017
C: 4.3046 2.7192 -0.7282
C: 4.0273 1.3153 -1.3686
H: 3.8340 1.4343 -2.3334
C: 3.1218 0.7088 -0.3765
N: 1.9889 0.4533 -1.2017
C: 1.3607 1.6256 -1.3355
H: 1.7768 2.5238 -1.9371
C: 0.6038 2.4539 -0.1697
H: 1.4013 2.5718 0.6213
H: -0.1047 1.6792 0.1535
H: 0.1112 3.4039 -0.5053
H: 0.3155 1.6209 -1.9105
C: 1.0449 -0.6749 -0.7958
C: -0.2038 -0.7248 -1.5207
C: -0.1941 -1.3661 -2.8149
C: -1.6666 -1.3270 -2.8977
C: -2.2167 -0.8675 -1.8869
O: -1.5046 -0.5644 -1.0511
C: -3.6701 -0.7286 -1.5881
N: -4.3178 -1.7184 -0.9196
C: -3.9315 -2.3999 0.1906
S: -4.8448 -3.7776 0.6299
N: -3.1059 -1.7191 1.0327
C: -3.0460 -1.5637 2.2975
C: -3.5757 -2.6233 3.3716
C: -3.0077 -2.6224 4.8500
C: -2.0978 -1.8846 4.9737
C: -1.2334 -1.0717 4.2192
C: -1.7853 -1.0443 2.9622
F: -1.2612 -0.1018 1.9499
H: -0.5691 -0.2670 4.5397
H: -1.6909 -1.9627 6.1060
H: -3.5138 -3.2578 5.4750
H: -4.2730 -3.1759 3.0916
H: -2.7564 -0.9693 0.4574
H: -4.9561 -2.3097 -1.4839
H: -3.6929 -0.0211 -0.8684
H: -4.3208 -0.4253 -2.4649
H: -2.1187 -1.6242 -4.1266
H: 0.4911 -1.7617 -3.3973
H: 1.8862 -1.6798 -0.8743
H: 0.8712 -0.4134 0.3263
H: 3.1444 1.0010 0.5682
H: 3.5587 -0.3517 -0.5366
H: 5.0439 0.7969 -1.2038
H: 3.4818 3.2883 -0.6580
H: 4.7351 2.6393 0.4240
H: 5.5155 4.6071 -1.2767
H: 5.2319 3.6636 -2.7566
H: 6.3482 3.0420 -1.6500

Atoms 1-2, force components in eV/Å:
C -6.4 5.6 -0.8
C 6.5 -1.4 -0.3

---

# 4
Computed, not measured: a structure of composition C19H26IrN3O5, with the ωB97M-V functional and the def2-TZVPD basis.

For the LUMO energy, the calculation gives -6.0916 eV. As for the relative energy (zero: lowest compared OMol25 entry of this formula, charge and spin): 1.3 kcal/mol. Its total charge is +2. For the HOMO energy, the calculation gives -14.410 eV. As for the calculated total energy: -1383.9396 Eh.

Geometry (Å):
Ir: 0.4987 0.2197 0.5274
C: -3.2578 0.6584 -2.3509
O: -3.2968 0.0088 -1.0371
C: -2.2392 0.0591 -0.3178
O: -1.2033 0.7194 -0.5911
N: -2.3380 -0.5520 0.9025
N: -1.1760 -0.5401 1.6984
H: -4.2409 0.4826 -2.7689
H: -2.4839 0.1947 -2.9549
H: -3.0728 1.7201 -2.2207
H: -3.2050 -0.9337 1.2519
H: -1.0353 -1.4903 2.0311
H: -1.3038 0.0516 2.5188
N: 0.4656 2.2320 1.0448
H: -0.1589 2.7498 0.4280
H: 1.3906 2.6499 0.9481
H: 0.1658 2.4126 1.9996
O: 2.1928 -0.0755 1.5809
C: 2.9392 0.2689 0.5824
O: 2.2331 0.5727 -0.4444
C: 4.3815 0.3070 0.6093
C: 5.0797 0.7221 -0.5276
C: 6.4606 0.7584 -0.4932
C: 7.1337 0.3840 0.6647
C: 6.4374 -0.0298 1.7954
C: 5.0567 -0.0707 1.7733
H: 4.5391 1.0096 -1.4191
H: 7.0161 1.0785 -1.3635
H: 8.2149 0.4161 0.6868
H: 6.9751 -0.3168 2.6882
H: 4.4979 -0.3879 2.6436
C: 2.0788 -7.9641 -1.5209
C: 1.7639 -6.5983 -1.0028
C: 1.6303 -6.3651 0.3675
C: 1.3491 -5.1115 0.8616
C: 1.2302 -4.9378 2.3545
C: 1.1916 -4.0330 -0.0606
C: 0.9282 -2.7582 0.4796
O: 0.7620 -1.6998 -0.1863
C: 1.3269 -4.2556 -1.4662
C: 1.1856 -3.1652 -2.4861
C: 1.6082 -5.5333 -1.8941
H: 2.0721 -8.7105 -0.7305
H: 3.0654 -7.9652 -1.9890
H: 1.3616 -8.2559 -2.2890
H: 1.7493 -7.1926 1.0552
H: 1.3106 -5.9041 2.8456
H: 0.2700 -4.5108 2.6499
H: 2.0257 -4.3044 2.7528
H: 0.9133 -2.6913 1.5749
H: 0.1906 -2.7192 -2.4554
H: 1.3545 -3.5662 -3.4824
H: 1.8972 -2.3581 -2.3091
H: 1.7148 -5.7200 -2.9557

Atoms 1-2, force components in eV/Å:
Ir -0.1 -1.0 0.6
C -0.1 0.0 0.0

---

# 5
Computed, not measured: a structure of composition C19H26MnN2, with the ωB97M-V functional and the def2-TZVPD basis.

Its multiplicity is 6. For the LUMO energy (alpha / beta), the calculation gives 0.1816 / -0.2732 eV. For the HOMO energy (alpha / beta), the calculation gives -5.270 / -8.869 eV. As for the calculated total energy: -1999.9884 Eh.

Geometry (Å):
C: 3.1223 4.3957 -0.4527
C: 2.7365 4.5586 -1.9168
H: 2.5058 5.0289 0.1887
H: 4.1642 4.6801 -0.2910
H: 3.0016 3.3622 -0.1210
H: 1.7549 4.1276 -2.1227
H: 2.6994 5.6126 -2.1986
H: 3.4589 4.0719 -2.5744
C: -0.8890 -0.4122 2.7800
C: -1.7814 -0.7507 3.7917
C: -3.0174 -1.3231 3.4588
C: -3.3454 -1.5217 2.1184
H: 0.1018 -0.0065 2.9628
H: -1.5007 -0.5751 4.8285
H: -3.7288 -1.5986 4.2427
H: -4.3039 -1.9253 1.7957
N: -1.2267 -0.5927 1.4812
C: -2.4232 -1.1615 1.1281
C: -2.6203 -1.3068 -0.3161
N: -1.5750 -0.8719 -1.0919
C: -1.6501 -0.9135 -2.4450
C: -3.8621 -1.8707 -2.3179
C: -2.7894 -1.4009 -3.0844
H: -0.7822 -0.5420 -2.9917
H: -2.8213 -1.4115 -4.1681
C: -3.7750 -1.8106 -0.9254
H: -4.5856 -2.1122 -0.2638
H: -4.7625 -2.2633 -2.7909
Mn: 0.0451 -0.2548 -0.0355
C: 0.9962 0.5581 -1.5374
H: 0.3452 1.2843 -2.0429
H: 1.3055 -0.2535 -2.2212
H: 1.8784 1.0274 -1.0730
C: 4.3348 -3.2637 0.2192
C: 3.9338 -2.3011 1.3428
C: 3.6805 -3.0767 2.6367
C: 5.0471 -1.2681 1.5540
C: 2.6904 -1.6285 0.9624
C: 1.6548 -1.0783 0.6024
H: 5.2523 -3.8060 0.4800
H: 4.5030 -2.7099 -0.7115
H: 3.5342 -3.9884 0.0311
H: 4.5836 -3.6135 2.9539
H: 3.3738 -2.3941 3.4377
H: 2.8695 -3.8008 2.4949
H: 5.2269 -0.6995 0.6344
H: 4.7732 -0.5507 2.3359
H: 5.9786 -1.7708 1.8448

Atoms 1-2, force components in eV/Å:
C 0.0 0.0 0.0
C 0.0 0.0 -0.1

---

# 6
Computed, not measured: an isolated molecule of C19H26N2O3S, with the ωB97M-V functional and the def2-TZVPD basis.

For the LUMO energy, the calculation gives 0.4529 eV. As for the relative energy (zero: lowest compared OMol25 entry of this formula, charge and spin): 0.2 kcal/mol. For the HOMO energy, the calculation gives -8.522 eV. As for the calculated total energy: -1473.0771 Eh.

Geometry (Å):
C: -2.5049 -1.4808 2.6878
C: -2.2131 -0.6553 1.4391
C: -2.3002 0.8456 1.7254
C: -2.0186 1.6526 0.4562
C: -2.1129 3.1529 0.7134
C: -3.0166 1.2306 -0.6298
N: -3.0272 -0.1928 -0.8543
S: -2.1079 -0.7994 -2.0943
O: -2.4620 -2.1815 -2.2357
O: -2.2790 0.0862 -3.2085
C: -0.3923 -0.7133 -1.5759
C: 0.1569 -1.7989 -0.9160
C: 1.4620 -1.7436 -0.4427
C: 2.1436 -0.5585 -0.6704
C: 1.6098 0.5307 -1.3611
C: 0.3145 0.4565 -1.8242
C: 2.6623 1.5983 -1.4093
C: 2.2498 2.8981 -0.7158
C: 3.8451 0.9434 -0.6789
O: 4.9352 1.4177 -0.4727
N: 3.4383 -0.3010 -0.2793
C: 4.1880 -1.2939 0.4518
C: 3.7046 -2.6864 0.0417
C: 2.1959 -2.8426 0.2699
C: -3.2051 -1.0045 0.3225
H: -1.7941 -1.2439 3.4763
H: -3.5070 -1.2726 3.0561
H: -2.4351 -2.5431 2.4667
H: -1.1994 -0.8833 1.0903
H: -1.5839 1.1172 2.5044
H: -3.3014 1.0858 2.0921
H: -1.0057 1.4146 0.1131
H: -3.1091 3.4182 1.0606
H: -1.9089 3.7092 -0.1981
H: -1.3939 3.4559 1.4710
H: -2.7852 1.6942 -1.5888
H: -4.0269 1.5360 -0.3311
H: -0.4459 -2.6856 -0.7974
H: -0.1584 1.2496 -2.3801
H: 2.9646 1.8235 -2.4365
H: 1.4506 3.3839 -1.2695
H: 3.1043 3.5676 -0.6595
H: 1.9006 2.6928 0.2941
H: 5.2487 -1.1552 0.2292
H: 4.0400 -1.1444 1.5287
H: 4.2498 -3.4366 0.6144
H: 3.9214 -2.8395 -1.0173
H: 1.8579 -3.8153 -0.0896
H: 1.9785 -2.7919 1.3414
H: -3.0991 -2.0414 0.0031
H: -4.2285 -0.8558 0.6879

Atoms 1-2, force components in eV/Å:
C 0.1 0.1 -0.3
C -0.3 0.1 0.2